Record 1
ORCA calculation (wB97M-V/def2-TZVPD) on a molecular structure, C39H62CsN13OPSbSe4 at a distorted geometry.

XYZ file:
```
122
Properties=species:S:1:pos:R:3:forces:R:3
Cs 0.72443 0.49783 0.08749 -0.74 0.92 -0.12
C 3.62355 2.19217 -3.89496 -0.05 0.10 0.02
C 2.65856 1.54746 -3.12364 0.16 -0.05 0.07
N 3.01632 0.75698 -2.11906 -0.07 -0.06 -0.11
C 4.31411 0.64901 -1.84716 -0.01 -0.15 0.23
C 5.25206 1.38632 -2.55611 0.03 0.07 -0.10
N 4.91593 2.13480 -3.60410 -0.01 -0.04 0.06
C 4.71317 -0.31931 -0.77519 -0.07 0.05 -0.07
C 5.98843 -0.87938 -0.78473 -0.07 0.06 -0.04
C 6.34469 -1.80361 0.18524 0.31 -0.12 0.01
C 5.38272 -2.13363 1.12898 -0.08 -0.02 0.01
C 4.13537 -1.51807 1.08431 -0.17 -0.05 0.06
N 3.80171 -0.63709 0.14239 0.11 -0.01 0.08
C 3.09782 -1.84260 2.12005 0.20 0.11 -0.11
C 3.43867 -2.37484 3.35683 -0.04 -0.05 0.12
N 2.52234 -2.72594 4.25681 0.05 0.01 -0.07
C 1.25801 -2.48302 3.93914 -0.01 0.03 0.00
C 0.91006 -1.86367 2.74182 0.02 0.00 -0.02
N 1.82738 -1.57802 1.83151 0.09 -0.28 0.11
C 7.71554 -2.41185 0.21846 -0.34 0.17 -0.01
C 8.12310 -3.24207 1.25574 0.10 -0.08 0.09
C 9.41316 -3.74978 1.26260 -0.05 0.03 -0.05
N 10.31674 -3.49532 0.31993 0.02 0.00 0.00
C 9.92497 -2.70294 -0.67493 -0.07 -0.02 0.03
C 8.65800 -2.14906 -0.76942 0.11 -0.04 -0.07
H 3.33509 2.78268 -4.75611 -0.01 0.04 0.03
H 1.59054 1.65047 -3.31225 0.02 0.03 0.00
H 6.29781 1.39423 -2.27220 0.01 -0.03 -0.03
H 6.67243 -0.60079 -1.57037 0.02 0.01 0.02
H 5.57244 -2.88512 1.87941 0.01 0.03 0.00
H 4.47318 -2.51161 3.64719 0.00 -0.02 0.01
H 0.50051 -2.77224 4.65645 0.00 0.03 0.01
H -0.11920 -1.58249 2.52199 0.08 -0.05 0.06
H 7.46271 -3.49802 2.07148 0.01 0.02 0.00
H 9.73461 -4.39176 2.07525 0.01 -0.01 0.00
H 10.66245 -2.49368 -1.44174 0.01 -0.01 0.00
H 8.43050 -1.52146 -1.61817 0.01 0.01 0.00
C -1.29395 -3.47624 -4.31780 -0.02 -0.06 0.05
N -2.29444 -3.07143 -3.36122 -0.02 0.16 -0.08
C -3.32134 -4.04555 -3.04734 0.00 0.02 -0.04
C -4.08602 -3.35817 -1.92900 -0.01 0.01 0.05
N -3.06005 -2.54689 -1.31504 0.08 -0.03 0.02
C -3.49568 -1.48326 -0.42460 -0.02 -0.05 0.04
C -2.05282 -2.26559 -2.23877 -0.14 -0.03 0.08
N -1.16514 -1.39948 -1.97846 0.34 0.05 -0.02
C -0.13038 -0.98480 -2.90920 -0.28 -0.20 -0.02
C -0.66773 -0.00131 -3.95875 -0.02 0.10 0.09
N -0.59228 1.32767 -3.39915 -0.08 0.01 -0.10
C -0.99503 2.40469 -3.99519 0.13 -0.24 -0.06
N -0.74260 3.62272 -3.46611 0.09 0.18 0.05
C -0.40105 3.83041 -2.06425 0.19 -0.07 -0.24
C -1.47740 4.66740 -4.15261 -0.03 -0.04 0.04
C -1.74084 4.01074 -5.50126 0.02 -0.02 -0.01
N -1.70668 2.59118 -5.18061 -0.16 -0.05 0.06
C -1.72563 1.67777 -6.29186 0.09 0.07 -0.06
H -1.79691 -4.02390 -5.11700 0.00 -0.02 0.01
H -0.53015 -4.13372 -3.88111 0.02 0.01 -0.01
H -0.80271 -2.61927 -4.76751 -0.01 0.02 -0.02
H -2.88496 -4.99615 -2.70595 0.03 0.02 0.02
H -3.93735 -4.24550 -3.92634 -0.02 -0.04 0.02
H -4.50065 -4.06786 -1.21044 -0.06 0.01 -0.02
H -4.90680 -2.74374 -2.32547 0.03 0.03 -0.02
H -4.11413 -1.91815 0.36209 0.00 0.01 -0.01
H -4.05610 -0.70850 -0.95704 0.02 0.02 -0.01
H -2.63268 -1.00416 0.03033 0.01 -0.01 0.00
H 0.38840 -1.81764 -3.39382 0.01 -0.06 0.05
H 0.61614 -0.45748 -2.31920 0.12 -0.08 -0.42
H -1.69501 -0.31111 -4.19837 0.02 -0.02 -0.03
H -0.06727 -0.10359 -4.87852 0.00 0.00 0.01
H 0.10002 2.95651 -1.66464 0.06 -0.02 -0.14
H -1.29695 4.01137 -1.48089 -0.14 0.01 0.07
H 0.25092 4.69260 -1.96432 0.02 0.02 -0.01
H -0.88029 5.57576 -4.21507 -0.02 0.03 0.00
H -2.39471 4.91742 -3.61076 -0.03 -0.04 0.01
H -0.95187 4.26131 -6.22760 0.01 -0.02 0.00
H -2.70569 4.27956 -5.93492 0.00 0.03 0.01
H -2.51870 1.98880 -6.97490 0.00 0.01 0.00
H -1.94475 0.66546 -5.97507 -0.01 -0.01 0.00
H -0.77987 1.67559 -6.85660 -0.01 0.00 -0.01
Se -1.57417 6.87411 -0.67711 -0.01 0.06 0.05
Sb -0.76736 5.39931 1.14205 -0.05 0.11 -0.14
Se -2.15425 3.27803 1.03181 0.01 0.12 -0.16
Se 1.63074 4.79209 0.71558 0.02 -0.17 -0.09
Se -1.01862 6.37387 3.37337 -0.01 -0.11 0.08
O -3.46661 1.50064 -1.96652 0.03 0.24 0.03
H -3.40648 2.22461 -1.31555 0.01 -0.09 0.09
H -2.54017 1.39785 -2.22813 0.09 -0.12 0.01
N 0.55968 2.06639 2.58614 0.44 -0.16 0.55
H -0.38874 2.42727 2.40880 0.16 -0.12 -0.06
H 1.16791 2.73952 2.09766 -0.20 0.10 0.07
H 0.75309 2.23964 3.56956 -0.05 0.04 -0.02
C -3.93903 -1.85974 5.17327 -0.11 0.01 -0.02
C -3.58419 -1.48769 3.73513 0.20 -0.19 0.10
C -2.84360 -2.65880 3.08063 -0.01 -0.01 0.04
P -2.62630 0.12058 3.45961 -0.22 -0.11 -0.17
C -4.04495 1.25280 3.10521 -0.16 0.02 0.00
C -5.20797 1.19701 4.09453 0.04 0.07 0.03
C -4.54020 1.03182 1.67702 -0.06 -0.12 0.07
C -2.12840 0.65578 5.16583 0.08 0.04 0.04
C -0.81338 -0.03959 5.52227 0.00 -0.01 -0.03
C -1.96435 2.18103 5.21439 0.00 -0.02 0.01
H -4.50552 -2.79782 5.19025 0.01 -0.01 0.01
H -4.54917 -1.09794 5.65832 0.02 0.01 0.00
H -3.04220 -2.01012 5.77962 0.00 0.02 0.00
H -4.51964 -1.34157 3.18738 0.02 0.00 -0.04
H -1.94633 -2.91428 3.65570 0.00 0.01 -0.02
H -2.53231 -2.42497 2.06214 0.02 0.01 0.01
H -3.47206 -3.55594 3.04415 0.01 -0.01 0.03
H -3.59322 2.24844 3.12637 0.01 0.00 -0.06
H -5.76942 0.26148 4.00817 0.00 -0.01 0.01
H -5.90389 2.01457 3.88656 -0.01 -0.01 -0.01
H -4.88062 1.30156 5.13172 0.00 0.01 0.00
H -5.00342 0.04314 1.56364 -0.03 0.02 0.00
H -3.72672 1.12835 0.95904 0.00 -0.03 0.00
H -5.28568 1.78642 1.41797 -0.01 0.00 0.00
H -2.88629 0.35425 5.89337 -0.02 0.04 0.02
H -0.02621 0.27314 4.83123 0.00 0.00 0.00
H -0.89981 -1.12915 5.45912 -0.02 0.00 0.02
H -0.49847 0.21269 6.53920 0.00 0.01 0.00
H -1.49665 2.58868 4.31576 0.01 -0.01 0.02
H -1.34204 2.46362 6.06757 -0.01 0.02 0.01
H -2.92186 2.69082 5.31858 0.00 0.00 -0.02
```
Positions in Å, forces in eV/Å.

## Properties
Kohn-Sham gap: 2.56 eV
Total charge: -2
Max |F|: 1.2 eV/A
HOMO energy: -0.0165 Ha

---

Record 2
ORCA calculation (wB97M-V/def2-TZVPD) on 5 unconnected molecules or ions with the total composition H10O5.

XYZ file:
```
15
Properties=species:S:1:pos:R:3:forces:R:3
O 0.06373 2.04464 0.36573 -0.23 -0.06 -0.03
H -0.82050 1.66211 0.33754 0.08 0.05 0.02
H -0.08966 2.99440 0.30737 0.12 -0.04 0.03
O -3.65941 0.21758 -0.72692 0.09 0.19 -0.02
H -3.18622 1.05610 -0.77121 -0.12 -0.07 -0.05
H -4.37572 0.31860 -1.36386 0.03 -0.08 0.06
O 4.97776 0.18379 -0.24874 -0.11 -0.09 0.14
H 4.02089 0.11561 -0.34224 0.07 0.02 -0.06
H 5.18690 -0.42260 0.47066 0.03 0.06 -0.09
O 0.55727 -1.89995 -1.02573 0.14 0.28 -0.06
H -0.02495 -1.30595 -1.51275 0.02 -0.12 0.01
H 0.58997 -1.52196 -0.13970 0.01 -0.34 -0.22
O -0.99441 -1.53331 1.54766 0.03 0.23 0.04
H -0.44439 -0.80220 1.24443 -0.14 0.07 0.27
H -1.80124 -1.10686 1.85776 -0.01 -0.10 -0.03
```
Positions in Å, forces in eV/Å.

## Properties
Kohn-Sham gap: 11.12 eV
SMILES: O.O.O.O.O
Total charge: 0
Max |F|: 0.4 eV/A
Energy relative to the best compared isomer or geometry (same formula, charge and spin): 37.2 kcal/mol
HOMO energy: -0.4140 Ha

---

Record 3
ORCA calculation (wB97M-V/def2-TZVPD) on 2 unconnected molecules or ions with the total composition C4H2BN3O2 at a distorted geometry.

XYZ file:
```
12
Properties=species:S:1:pos:R:3:forces:R:3
B 0.13751 -0.69062 -0.24552 -0.69 0.57 -0.57
C 0.68684 0.30848 2.15411 -0.33 0.29 -0.70
C -1.81468 0.97731 -0.43170 -3.11 1.05 -0.16
C 0.28990 1.72054 -1.29626 1.29 1.50 -0.93
C -0.52258 0.72926 -0.71725 3.03 -1.31 0.94
N 1.05473 0.08486 3.22465 0.19 -0.12 0.49
N -2.94836 1.24028 -0.35151 0.75 -0.34 0.24
N 1.00875 2.51504 -1.77917 -1.42 -1.55 0.92
O 1.41808 -0.90685 -0.49666 2.18 -0.57 -0.84
O -0.68667 -1.61174 0.25937 -1.06 -1.89 -0.04
H 1.80105 -1.81013 -0.44045 -0.56 1.05 0.18
H -0.42456 -2.55643 0.12040 -0.28 1.34 0.48
```
Positions in Å, forces in eV/Å.

## Properties
Kohn-Sham gap (spin up / spin down): 9.13 / 5.63 eV
Total charge: 0
Max |F|: 3.4 eV/A
Energy relative to the best compared isomer or geometry (same formula, charge and spin): 0.0 kcal/mol
HOMO energy (spin up / spin down): -0.4554 / -0.3803 Ha

---

Record 4
ORCA calculation (wB97M-V/def2-TZVPD) on 2 unconnected molecules or ions with the total composition C5H6F2N3 at a distorted geometry.

XYZ file:
```
16
Properties=species:S:1:pos:R:3:forces:R:3
C -0.49779 -0.01392 0.51355 0.20 -0.86 -1.71
H 0.06812 -1.83439 0.53116 1.80 2.33 3.74
C -0.35086 -0.28099 -0.96807 -0.61 1.80 -1.49
C -0.49155 1.44605 0.92464 0.40 0.19 -0.09
H 0.16802 2.01479 0.25594 -0.05 -0.16 0.35
H -1.49412 1.88638 0.84426 0.29 -0.31 0.03
H -0.13662 1.52141 1.96267 -0.14 0.13 -0.18
N 0.42010 -0.89111 1.15356 0.17 -1.60 -3.16
H 0.50261 -0.67770 2.14039 -0.55 -1.43 0.12
H 2.27310 -0.65713 0.35020 1.87 0.46 -2.32
C 0.18413 -1.37723 -1.71325 -0.98 0.40 1.65
N 0.47112 -2.34097 -2.29330 0.41 -0.01 -0.11
C -0.94208 0.71757 -1.81078 0.20 -0.71 0.22
N -1.43106 1.50504 -2.51131 0.08 0.07 0.18
F -1.78903 -0.50592 0.94150 -0.73 0.16 0.30
F 3.04592 -0.51189 -0.32114 -2.33 -0.46 2.46
```
Positions in Å, forces in eV/Å.

## Properties
Kohn-Sham gap: 7.20 eV
Total charge: -1
Max |F|: 4.8 eV/A
Energy relative to the best compared isomer or geometry (same formula, charge and spin): 21.3 kcal/mol
HOMO energy: -0.1318 Ha

---

Record 5
ORCA calculation (wB97M-V/def2-TZVPD) on a molecular structure, C3H2BiO3 at a distorted geometry.

XYZ file:
```
9
Properties=species:S:1:pos:R:3:forces:R:3
O -1.48374 0.72916 0.47164 -2.15 -0.30 0.79
C 3.45387 0.39175 0.72942 0.78 -0.11 0.22
C -2.13949 -0.43605 0.25103 -1.30 -1.28 0.10
O 2.38291 0.58720 0.40649 3.72 0.20 1.46
O -0.21547 -1.41485 -0.70141 -0.67 -1.60 0.08
C -1.50942 -1.49904 -0.30561 -1.84 -0.52 0.12
Bi 0.28311 0.40414 -0.24954 0.43 3.06 -2.81
H -3.19273 -0.49534 0.55146 0.60 0.13 0.00
H -2.03372 -2.44842 -0.46735 0.44 0.42 0.04
```
Positions in Å, forces in eV/Å.

## Properties
Kohn-Sham gap (spin up / spin down): 7.26 / 7.26 eV
Total charge: +1
Max |F|: 4.2 eV/A
Energy relative to the best compared isomer or geometry (same formula, charge and spin): 5.9 kcal/mol
HOMO energy (spin up / spin down): -0.4932 / -0.4932 Ha

---

Record 6
ORCA calculation (wB97M-V/def2-TZVPD) on 2 unconnected molecules or ions with the total composition C5H14NO at a distorted geometry.

XYZ file:
```
21
Properties=species:S:1:pos:R:3:forces:R:3
C -1.04475 0.89759 0.99907 -0.29 -1.13 -0.65
C 0.33225 0.37523 1.35965 -0.11 1.00 -0.22
C 1.14821 0.00749 0.14320 0.24 -0.04 0.84
C 2.29645 -0.65372 0.27047 -0.58 -0.07 -0.75
C 3.11257 -1.12220 -0.88797 0.56 0.07 -0.41
N -1.91656 -0.30514 0.60604 0.12 -0.51 1.14
H -1.10750 1.49189 0.09119 0.41 0.45 0.28
H -1.54804 1.37908 1.83406 -0.08 -0.01 -0.10
H 0.21770 -0.41977 2.09707 0.12 -0.22 -0.08
H 0.82665 1.17911 1.89825 0.11 0.23 0.14
H 0.82498 0.46688 -0.78668 -0.02 -0.46 -0.27
H 2.67069 -0.83471 1.26899 -0.09 -0.40 0.13
H 3.37931 -0.29281 -1.52647 0.21 0.48 -0.13
H 2.64194 -1.81574 -1.58698 -0.42 -0.13 0.44
H 4.04045 -1.58662 -0.58021 0.15 -0.06 0.16
H -1.69873 -0.80910 -0.25003 0.43 0.57 -0.45
H -2.87796 -0.02149 0.53118 -0.67 0.15 -0.24
H -1.85194 -1.01617 1.33607 -0.11 0.08 0.20
H -2.73555 0.24341 -2.74439 -0.09 0.14 -0.01
H -2.37273 1.54745 -2.00948 -0.19 -0.12 -0.22
O -2.77196 0.67677 -1.88323 0.31 -0.02 0.20
```
Positions in Å, forces in eV/Å.

## Properties
Kohn-Sham gap: 9.54 eV
Total charge: +1
Max |F|: 1.3 eV/A
Energy relative to the best compared isomer or geometry (same formula, charge and spin): 30.6 kcal/mol
HOMO energy: -0.4691 Ha